The following is a quantum chemistry calculation of a cluster of 3 separate species, C29H38I2NO5 in total at a distorted geometry, from OMol25.

As for the LUMO energy (spin up / spin down): -0.056 / -0.056 hartree. As for the molar mass: 734.4 g/mol. The HOMO energy (spin up / spin down) comes out at -8.01 / -8.86 eV. As for the expectation value of S²: 0.754. The spin multiplicity is 2.

Last column: Löwdin charge in e.
Cartesian coordinates (Å):
C  4.372  -0.471  2.265  -0.107
C  4.606  -0.469  0.745  -0.256
C  4.417  0.899  0.071  -0.206
C  3.054  1.100  -0.602  -0.195
C  1.867  0.758  0.296  -0.163
C  0.472  0.737  -0.401  -0.395
C  0.405  1.878  -1.460  -0.671
I  0.128  1.341  -3.481  0.941
C  0.649  3.179  -1.188  -0.811
C  1.066  3.769  0.153  -0.152
I  0.612  4.679  -2.660  0.873
C  0.301  -0.695  -0.991  -0.139
C  -0.373  -1.743  -0.088  -0.453
C  0.394  -2.082  1.207  -0.009
C  -0.483  -3.045  -0.877  -0.038
N  -1.749  -1.276  0.286  -0.119
O  -2.714  -1.874  -0.290  -0.015
C  -1.959  0.198  0.428  -0.471
C  -2.672  0.748  -0.814  -0.016
C  -2.852  0.411  1.656  -0.018
C  -0.630  0.918  0.673  -0.082
H  3.875  -1.382  2.604  0.066
H  3.726  0.368  2.549  0.065
H  5.309  -0.345  2.812  0.069
H  3.912  -1.189  0.291  0.094
H  5.608  -0.848  0.525  0.101
H  4.600  1.704  0.797  0.113
H  5.187  1.023  -0.699  0.107
H  2.983  2.135  -0.957  0.100
H  3.015  0.473  -1.505  0.120
H  2.028  -0.241  0.696  0.078
H  1.841  1.420  1.170  0.113
H  0.289  3.678  0.912  0.078
H  1.291  4.830  0.050  0.037
H  1.982  3.292  0.517  0.067
H  -0.231  -0.697  -1.937  0.014
H  1.302  -1.095  -1.206  0.129
H  0.223  -1.352  2.001  0.080
H  1.467  -2.179  1.026  0.079
H  0.028  -3.042  1.587  0.087
H  0.523  -3.479  -0.938  0.094
H  -1.113  -3.760  -0.349  0.080
H  -0.845  -2.890  -1.895  0.090
H  -2.574  1.835  -0.831  0.084
H  -3.733  0.493  -0.787  0.089
H  -2.259  0.347  -1.746  0.055
H  -3.124  1.467  1.752  0.086
H  -3.760  -0.187  1.546  0.088
H  -2.341  0.079  2.565  0.086
H  -0.215  0.609  1.634  0.115
H  -0.912  1.967  0.770  0.112
C  1.296  -7.573  -0.412  0.020
C  1.107  -8.474  -1.371  0.021
C  -0.259  -8.831  -1.835  -0.387
O  -0.430  -9.653  -2.707  0.109
C  -1.404  -8.142  -1.188  0.022
C  -1.215  -7.241  -0.228  0.020
C  0.150  -6.886  0.236  -0.390
O  0.322  -6.061  1.106  0.095
H  2.280  -7.295  -0.056  0.121
H  1.924  -8.989  -1.859  0.122
H  -2.388  -8.417  -1.545  0.123
H  -2.032  -6.724  0.258  0.124
C  -2.628  5.778  -0.710  0.003
C  -2.245  7.006  -1.047  0.007
C  -2.619  8.184  -0.225  -0.385
O  -2.273  9.303  -0.532  0.110
C  -3.435  7.939  0.993  0.021
C  -3.815  6.711  1.333  0.020
C  -3.438  5.534  0.509  -0.384
O  -3.776  4.413  0.827  0.097
H  -2.365  4.906  -1.297  0.093
H  -1.647  7.206  -1.927  0.101
H  -3.694  8.813  1.576  0.122
H  -4.407  6.504  2.215  0.121